1.
C4H13N2O4 | ωB97M-V/def2-TZVPD

**LUMO level**: -0.134 hartree
**HOMO**: -13.917 eV
**DFT total energy**: -15520.2183 eV
**2S+1**: 1
**F_max**: 4.36 eV Å⁻¹
**Net charge**: +1
**Frontier orbital gap**: 10.27 eV

Element x y z (Å)
C1 3.1467 -1.6843 -0.0208
C2 1.8202 1.4329 0.7282
C3 2.9519 -0.2033 -0.5791
C4 -2.4674 0.2227 0.4368
N1 1.8747 0.3440 0.1679
N2 -3.6313 0.6467 0.7276
O1 -5.5363 -0.1452 -1.1521
O2 4.1110 0.5227 -0.5095
O3 -1.4569 0.6573 0.9731
O4 0.7714 -0.3369 -0.1306
H1 3.1418 -1.7006 0.9945
H2 4.1267 -2.0185 -0.4861
H3 2.4868 -2.5181 -0.2518
H4 2.7347 1.9140 1.0288
H5 0.8740 1.6598 1.1399
H6 2.5898 -0.1598 -1.5830
H7 -2.4587 -0.5489 -0.3016
H8 -3.6899 1.3557 1.4830
H9 -5.3502 0.3207 -1.9611
H10 -4.4032 0.4906 0.0821
H11 -6.4852 -0.1330 -0.7524
H12 4.9191 -0.1011 -0.4172
H13 -0.0696 -0.0176 0.3834

Forces on atoms 1 to 3 (eV/Å):
C 1.5 0.1 -4.1
C 0.7 2.0 2.8
C 1.4 -3.7 -0.1

Atomic partial charges in e from the natural (NBO) method, atoms 1 to 4: C -0.640; C 0.014; C 0.238; C 0.536

---

2.
C4H14N3O | ωB97M-V/def2-TZVPD

**LUMO level (spin up / spin down)**: 0.024 / 0.015 hartree
**HOMO (spin up / spin down)**: -2.672 / -7.924 eV
**DFT total energy**: -10889.3767 eV
**2S+1**: 2
**F_max**: 1.36 eV Å⁻¹
**Expectation value of S²**: 0.7505
**Net charge**: 0
**Frontier orbital gap (spin up / spin down)**: 3.34 / 8.33 eV

Element x y z (Å)
C1 0.2216 2.1395 -0.1709
C2 -0.4220 1.1236 -1.1491
C3 -0.1655 -0.3273 -0.8809
C4 -1.1410 -1.1698 -0.5320
N1 -1.0762 -2.4829 -0.1351
N2 1.1975 -0.7144 -1.0819
N3 0.9418 1.4539 0.9437
H1 -0.5460 2.7228 0.3452
H2 0.8703 2.8476 -0.6727
H3 -1.5072 1.2526 -1.0372
H4 -0.2246 1.3849 -2.1891
H5 -2.1601 -0.7996 -0.5421
H6 -1.9032 -3.0263 0.0338
H7 -0.2009 -2.9831 -0.1151
H8 1.6178 -0.1340 -1.8041
H9 1.3426 -1.6596 -1.4302
H10 1.5249 2.1164 1.4908
H11 0.3178 0.9361 1.6012
H12 1.5202 0.6756 0.5702
H13 0.4821 -1.2809 2.8016
H14 -0.5049 -1.3135 1.6191
O1 -0.1850 -0.7615 2.3348

Forces on atoms 1 to 3 (eV/Å):
C -0.6 -0.4 0.2
C -1.2 0.3 0.5
C 0.4 -0.5 -0.8

Atomic partial charges in e from the natural (NBO) method, atoms 1 to 4: C -0.378; C -0.457; C 0.032; C -0.085

---

3.
C5H13NO | ωB97M-V/def2-TZVPD

**LUMO level**: 0.030 hartree
**HOMO**: -8.309 eV
**DFT total energy**: -8931.6060 eV
**2S+1**: 1
**F_max**: 4.26 eV Å⁻¹
**Net charge**: 0
**Frontier orbital gap**: 9.12 eV

Element x y z (Å)
C1 -0.8119 1.2337 1.4826
N1 -0.3660 0.4216 0.4205
C2 -1.0582 -0.9103 0.2184
C3 -0.8074 -1.2275 -1.1930
C4 -0.7888 0.1377 -1.8404
C5 -0.3226 1.1952 -0.8740
H1 -1.7067 1.7825 1.1766
H2 -0.0881 2.1189 1.6550
H3 -0.7911 0.7660 2.5580
H4 -0.7125 -1.7191 0.9385
H5 -2.2049 -0.7486 0.3811
H6 -1.5401 -1.9631 -1.5594
H7 0.2487 -1.8004 -1.5168
H8 -1.7797 0.3741 -2.3695
H9 -0.0890 0.3113 -2.6643
H10 0.6901 1.6560 -0.9910
H11 -0.9953 2.0693 -0.8198
H12 2.8977 -1.6150 1.4389
H13 3.1101 -0.0637 1.6990
O1 3.5320 -0.8365 1.2961

Forces on atoms 1 to 3 (eV/Å):
C 1.5 1.7 2.6
N 0.6 -1.2 -0.6
C -0.7 1.3 2.3

Atomic partial charges in e from the natural (NBO) method, atoms 1 to 4: C -0.416; N -0.458; C -0.222; C -0.417

---

4.
C3H8N2 | ωB97M-V/def2-TZVPD

**LUMO level**: 0.044 hartree
**HOMO**: -9.151 eV
**DFT total energy**: -6216.6597 eV
**2S+1**: 1
**F_max**: 5.79 eV Å⁻¹
**Net charge**: 0
**Frontier orbital gap**: 10.35 eV

Element x y z (Å)
C1 0.8427 0.3769 -0.5592
C2 -0.7867 -1.1040 1.4393
C3 -0.7909 -0.0713 0.3844
N1 0.7550 0.5209 -1.9813
N2 1.2686 1.5675 -1.1063
H1 1.3854 -0.4031 -0.0734
H2 -0.2423 -0.7537 2.3245
H3 -0.1536 -1.9337 1.2253
H4 -1.8182 -1.4263 1.4730
H5 -1.0151 1.0021 0.8863
H6 -1.5443 -0.2881 -0.3771
H7 1.4690 0.0856 -2.5886
H8 0.6305 2.4272 -1.0470

Forces on atoms 1 to 3 (eV/Å):
C -4.6 -3.2 1.6
C 1.5 0.2 0.2
C 1.7 5.2 -1.6

Atomic partial charges in e from the natural (NBO) method, atoms 1 to 4: C 0.108; C -0.658; C -0.399; N -0.489

---

The lowest F_max belongs to which entry?
C4H14N3O

---

Number 1 is which compound?
C4H13N2O4

---

Which of these has the lowest DFT total energy?
C4H13N2O4